Entry 1:
A cluster of 12 separate species, C29H74F3N7O17 in total, computed with ωB97M-V/def2-TZVPD.

Element x y z (Å)
C (-0.7065, 3.6885, -6.2376)
N (0.2575, 3.1931, -5.2064)
C (1.5468, 2.8136, -5.8646)
C (0.5610, 4.3656, -4.3096)
C (-0.3011, 2.0781, -4.3526)
C (-0.4415, 0.7741, -5.1146)
O (0.8541, 0.1240, -5.2559)
H (-1.5369, 4.1805, -5.7358)
H (-1.1093, 2.8274, -6.7661)
H (-0.2210, 4.3702, -6.9284)
H (1.3861, 2.1524, -6.7131)
H (2.1581, 2.3023, -5.1241)
H (2.0632, 3.6934, -6.2420)
H (-0.3764, 4.7338, -3.9058)
H (1.0751, 5.1538, -4.8584)
H (1.2790, 4.0550, -3.5522)
H (-1.2689, 2.4538, -4.0229)
H (0.3489, 1.9786, -3.4923)
H (-0.9173, 0.7662, -6.0986)
H (-1.0214, 0.0615, -4.5221)
H (0.6961, -0.8000, -5.0489)
C (-0.5926, 0.3790, 0.1215)
O (0.8036, 0.2847, 0.4206)
O (-0.9751, 1.6452, 0.3461)
C (-0.7946, -0.0964, -1.3330)
F (0.0965, 0.5085, -2.1798)
F (-0.5371, -1.4152, -1.5190)
F (-2.0172, 0.0756, -1.8377)
C (1.2684, -0.9969, 0.8245)
C (2.7414, -0.8490, 1.1731)
H (3.1696, -1.7735, 1.5653)
H (3.3293, -0.5432, 0.3093)
H (2.8580, -0.1150, 1.9715)
H (1.2117, -1.7317, 0.0163)
H (0.6821, -1.4044, 1.6519)
H (-1.1286, -0.2871, 0.8142)
C (1.5350, 2.7590, 3.0703)
C (0.9432, 1.4323, 3.5039)
O (-0.4634, 1.3202, 3.3049)
O (1.5851, 2.8918, 1.6504)
H (2.5585, 2.8657, 3.4297)
H (0.9204, 3.5441, 3.5223)
H (1.1087, 1.3927, 4.5837)
H (1.4411, 0.5865, 3.0245)
H (-0.6545, 1.4174, 2.3522)
H (0.9783, 2.2699, 1.2184)
C (-3.9207, 2.6700, 2.3341)
C (-3.2239, 2.9507, 3.6705)
O (-3.1323, 1.8209, 4.5194)
O (-3.5520, 1.4323, 1.7855)
H (-3.7359, 3.5094, 1.6544)
H (-5.0090, 2.6342, 2.4297)
H (-3.7753, 3.7320, 4.1976)
H (-2.1946, 3.2772, 3.4984)
H (-2.2550, 1.4335, 4.4126)
H (-2.7127, 1.5298, 1.3103)
C (2.9837, -2.8518, 4.3094)
C (3.1775, -3.7246, 5.5220)
O (2.0566, -3.7703, 6.3921)
O (1.8639, -3.2884, 3.5279)
H (3.9059, -2.8840, 3.7234)
H (2.8696, -1.8201, 4.6427)
H (4.0703, -3.4169, 6.0753)
H (3.3993, -4.7486, 5.1872)
H (2.3651, -3.5263, 7.2670)
H (2.0741, -4.2079, 3.3147)
C (-0.6856, 4.8909, -1.2815)
C (-0.3266, 5.1390, 0.1847)
O (-1.2292, 4.4532, 1.0128)
O (-0.3415, 3.5717, -1.6921)
H (-0.1970, 5.5640, -1.9972)
H (-1.7656, 5.0147, -1.4436)
H (-0.2595, 6.1985, 0.4197)
H (0.6836, 4.7219, 0.2834)
H (-1.0580, 3.4967, 1.0191)
H (-0.6022, 2.9819, -0.9595)
O (4.7335, 1.8161, -2.1163)
C (3.5062, 1.7616, -2.1155)
N (2.8508, 0.9625, -2.9927)
C (2.6198, 2.6599, -1.2914)
H (3.3755, 0.3324, -3.5733)
H (1.8525, 0.8951, -2.9569)
H (2.1468, 3.4162, -1.9238)
H (3.0315, 3.0758, -0.3830)
H (1.7295, 2.0336, -1.1650)
O (-0.7061, -5.8896, 0.7823)
C (-0.1298, -4.8075, 0.8496)
N (-0.4783, -3.8998, 1.7839)
C (1.0800, -4.5459, -0.0520)
H (0.2271, -3.3375, 2.2195)
H (-1.3581, -4.0654, 2.2614)
H (1.9069, -4.0338, 0.4336)
H (0.7298, -3.9920, -0.9281)
H (1.3111, -5.5032, -0.5132)
O (-1.7974, -1.3430, 6.3800)
C (-1.0960, -2.0992, 5.7080)
N (-0.3025, -1.5846, 4.7478)
C (-1.1923, -3.6102, 5.8413)
H (-0.2785, -0.5860, 4.6131)
H (0.3424, -2.1636, 4.2296)
H (-0.2020, -4.0683, 5.7983)
H (-1.7631, -4.0834, 5.0408)
H (-1.6380, -3.8491, 6.8027)
O (-4.3799, -2.9009, -5.2288)
C (-3.9331, -2.3718, -4.2276)
N (-2.6475, -1.9372, -4.1835)
C (-4.7679, -2.2315, -2.9820)
H (-2.0701, -2.3137, -4.9186)
H (-2.1972, -1.5465, -3.3757)
H (-5.0522, -3.2201, -2.6111)
H (-5.7117, -1.7630, -3.2594)
H (-4.3400, -1.7699, -2.0916)
O (-3.3323, -3.6612, 2.7336)
C (-3.4197, -2.4966, 2.3495)
N (-3.2317, -1.4687, 3.1971)
C (-3.5931, -2.1733, 0.8659)
H (-3.2471, -1.7192, 4.1746)
H (-3.3913, -0.5107, 2.9238)
H (-2.8045, -2.7211, 0.3452)
H (-3.5292, -1.1147, 0.6140)
H (-4.5336, -2.5818, 0.4974)
O (3.3299, -4.0860, -2.5217)
C (3.3473, -2.8647, -2.4335)
N (2.2562, -2.1422, -2.7597)
C (4.5337, -2.1200, -1.8417)
H (1.5299, -2.6916, -3.1866)
H (2.2803, -1.1501, -2.5953)
H (4.3839, -1.0415, -1.9131)
H (5.5081, -2.4050, -2.2335)
H (4.6448, -2.3977, -0.7914)

Spin multiplicity: 1

=====

Entry 2:
A cluster of 17 separate species, C29H76N21O32 in total, computed with ωB97M-V/def2-TZVPD.

Element x y z (Å)
C (-0.8775, -2.0672, 4.5679)
C (-1.1478, -1.1584, 3.3821)
C (0.1449, -0.5032, 2.5825)
N (0.2340, 0.9681, 2.8825)
C (-0.3921, 1.8507, 1.8297)
N (-0.3951, 3.2195, 2.1305)
N (-0.8743, 4.2129, 1.2960)
N (-0.9325, 1.4082, 0.5096)
C (-2.4030, 1.5152, 0.3237)
C (-3.3654, 1.0171, 1.5402)
C (-4.7807, 1.8998, 1.4066)
C (-6.1253, 0.9426, 1.3551)
C (-6.7570, 0.7379, 2.8572)
C (-0.2842, 0.1863, -0.0693)
C (0.2544, -0.9260, 1.0027)
C (-0.3276, -2.4682, 0.7272)
C (-1.9230, -2.5328, 0.3871)
N (-2.3264, -4.0174, 0.5113)
H (0.2334, -2.4913, 4.6532)
H (-1.7083, -2.3776, 5.3317)
H (-2.2717, -1.0255, 3.0864)
H (1.0998, -0.9964, 3.1062)
H (1.2705, 1.2056, 2.8720)
H (0.0180, 3.5439, 3.0567)
H (-1.8451, 4.4448, 1.6626)
H (-0.3041, 5.0893, 1.3905)
H (-2.6605, 2.6654, 0.1335)
H (-2.7933, 0.9659, -0.6624)
H (-2.9804, 1.2246, 2.6241)
H (-3.7257, -0.1176, 1.4561)
H (-4.8129, 2.5707, 0.4488)
H (-4.8299, 2.6337, 2.3388)
H (-5.8880, -0.0513, 0.7849)
H (-6.9210, 1.5466, 0.7019)
H (-6.4173, 1.6630, 3.5200)
H (-7.9301, 0.7405, 2.7685)
H (-6.3093, -0.2559, 3.2895)
H (-1.0078, -0.2554, -0.9103)
H (0.6590, 0.5781, -0.6908)
H (1.4265, -1.0393, 0.7935)
H (-0.0798, -3.1787, 1.6534)
H (0.2492, -2.8809, -0.2067)
H (-2.1759, -2.2441, -0.7365)
H (-2.6110, -1.9653, 1.1499)
H (-2.3781, -4.1465, 1.5674)
H (-3.3426, -4.1278, 0.2179)
C (-1.2326, -4.9551, -2.4963)
N (-1.2232, -6.2386, -3.2487)
O (-0.1350, -6.8117, -3.3768)
O (-2.3085, -6.6347, -3.6894)
H (-0.2153, -4.7300, -2.1690)
H (-1.6008, -4.1800, -3.1716)
H (-1.8950, -5.0814, -1.6375)
C (1.3811, 6.7212, -1.2378)
N (0.2152, 6.9209, -0.3353)
O (-0.8956, 6.5862, -0.7632)
O (0.4481, 7.4078, 0.7772)
H (1.0307, 6.2879, -2.1770)
H (1.8355, 7.6990, -1.4102)
H (2.0745, 6.0437, -0.7355)
C (5.4582, 7.0597, -0.6521)
N (4.5755, 7.6830, -1.6748)
O (4.6060, 7.2059, -2.8152)
O (3.8770, 8.6334, -1.3040)
H (6.0121, 6.2404, -1.1154)
H (6.1412, 7.8317, -0.2918)
H (4.8196, 6.6876, 0.1516)
C (-2.7263, -0.7770, -4.5797)
N (-2.0527, -2.0446, -4.1881)
O (-2.0167, -2.3173, -2.9825)
O (-1.5792, -2.7299, -5.1019)
H (-3.0932, -0.2793, -3.6796)
H (-1.9877, -0.1556, -5.0901)
H (-3.5546, -1.0352, -5.2425)
C (-5.8164, -3.7691, -1.7924)
N (-5.6191, -2.5194, -1.0094)
O (-5.3025, -2.6405, 0.1798)
O (-5.7875, -1.4521, -1.6107)
H (-5.6362, -4.6265, -1.1405)
H (-6.8459, -3.7709, -2.1562)
H (-5.1029, -3.7563, -2.6188)
C (-4.0987, -6.3569, -6.9288)
N (-5.0787, -5.2406, -6.8438)
O (-4.8380, -4.2246, -7.5062)
O (-6.0618, -5.4159, -6.1147)
H (-3.2894, -6.0660, -7.6020)
H (-3.7167, -6.5373, -5.9220)
H (-4.6271, -7.2305, -7.3158)
C (1.9004, -2.2488, -3.7359)
N (1.6063, -0.8388, -4.1091)
O (2.3514, 0.0351, -3.6508)
O (0.6360, -0.6493, -4.8517)
H (2.7756, -2.2662, -3.0830)
H (1.0240, -2.6417, -3.2165)
H (2.0960, -2.7998, -4.6580)
C (-1.0164, 10.0445, 1.5483)
N (-0.8191, 11.2942, 2.3312)
O (-0.5025, 11.1730, 3.5204)
O (-0.9875, 12.3614, 1.7299)
H (-0.8362, 9.1870, 2.2001)
H (-2.0459, 10.0427, 1.1844)
H (-0.3029, 10.0573, 0.7218)
C (-10.6485, 1.4169, 4.5945)
N (-10.3773, -0.0010, 4.2347)
O (-9.8159, -0.7030, 5.0839)
O (-10.7357, -0.3694, 3.1101)
H (-10.2822, 1.6009, 5.6067)
H (-10.1224, 2.0461, 3.8737)
H (-11.7284, 1.5696, 4.5414)
C (4.6599, -1.7816, 3.7903)
N (3.7772, -1.1584, 2.7676)
O (3.8077, -1.6355, 1.6272)
O (3.0786, -0.2079, 3.1384)
H (5.2137, -2.6009, 3.3270)
H (5.3429, -1.0096, 4.1506)
H (4.0213, -2.1537, 4.5940)
C (6.6653, -3.9767, -0.4536)
N (6.6820, -3.6029, 0.9864)
O (7.4026, -2.6537, 1.3164)
O (5.9713, -4.2728, 1.7447)
H (7.3326, -3.3070, -1.0002)
H (7.0092, -5.0103, -0.5297)
H (5.6382, -3.8725, -0.8093)
C (-1.4202, -10.4725, -6.3849)
N (-2.1193, -9.2388, -6.8356)
O (-1.6378, -8.6366, -7.8024)
O (-3.1315, -8.9099, -6.2063)
H (-0.5518, -10.6404, -7.0254)
H (-1.1112, -10.3164, -5.3494)
H (-2.1269, -11.3007, -6.4682)
C (3.6547, -3.2383, 7.7107)
N (5.0580, -3.2582, 7.2169)
O (5.2586, -2.8546, 6.0654)
O (5.9186, -3.6783, 7.9991)
H (3.0082, -2.8472, 6.9222)
H (3.3791, -4.2647, 7.9615)
H (3.6240, -2.5924, 8.5904)
C (6.7595, 8.6097, -5.5698)
N (7.9247, 7.9593, -4.9120)
O (8.1907, 8.3097, -3.7564)
O (8.5395, 7.1152, -5.5743)
H (6.3161, 9.3261, -4.8750)
H (7.1268, 9.1168, -6.4643)
H (6.0439, 7.8250, -5.8235)
C (1.6595, 8.3389, 3.3739)
N (2.8247, 7.6884, 4.0317)
O (3.0907, 8.0389, 5.1873)
O (3.4395, 6.8444, 3.3694)
H (1.2161, 9.0553, 4.0688)
H (2.0268, 8.8460, 2.4794)
H (0.9439, 7.5541, 3.1203)
C (9.5394, -6.4919, 2.0247)
N (8.4770, -6.9603, 1.0944)
O (8.8346, -7.3471, -0.0244)
O (7.3142, -6.9265, 1.5134)
H (10.5076, -6.5768, 1.5268)
H (9.3238, -5.4509, 2.2737)
H (9.5047, -7.1280, 2.9115)

Spin multiplicity: 1
Charge: +1

=====

How do the records compare in highest occupied orbital energy? In the order shown, they have -8.90, -11.75 eV.
How do the records compare in max |F|? In the order shown, they have 2.53, 4.95 eV/A.